The following is a quantum chemistry calculation of a cluster of 2 separate species, C4H12N2O in total in a non-equilibrium geometry, from OMol25.

```
19
Properties=species:S:1:pos:R:3:forces:R:3:nbo_charge:R:1
C 0.6981 -0.6411 2.0391 0.33 -0.97 1.34 -0.230
C -0.4557 -0.3428 1.1183 -0.54 0.95 -0.82 -0.473
C -0.0821 -0.1489 -0.3351 0.81 0.46 -0.18 0.206
C -0.2660 1.0354 -0.9513 0.37 1.16 -0.51 -0.571
N 0.6165 -1.1615 -0.9827 0.77 -0.41 -0.81 -0.840
N 1.8129 0.3265 2.0130 -0.59 0.62 -0.69 -0.812
H 1.0263 -1.7045 2.0511 0.26 0.69 -0.75 0.190
H 0.2935 -0.6026 3.0642 0.07 0.29 -0.20 0.199
H -1.2944 -1.0396 1.1664 0.21 -0.40 0.23 0.227
H -0.9005 0.6149 1.4401 0.12 -0.24 -0.13 0.215
H -0.1122 1.3415 -2.0077 0.31 -1.17 0.58 0.219
H -0.3513 1.9621 -0.3932 -0.78 -0.36 0.54 0.202
H 0.7804 -2.0915 -0.6079 -0.45 0.60 0.30 0.387
H 1.4259 -0.8488 -1.5326 -0.93 -0.23 0.32 0.390
H 1.3396 1.2288 2.0968 0.17 0.03 0.65 0.341
H 2.2051 0.5011 1.0781 -0.10 -0.99 0.16 0.351
H -2.1036 -0.0689 -3.5384 -0.10 0.10 -0.46 0.462
H -2.2320 0.8125 -2.3840 -0.07 0.47 0.21 0.474
O -2.4002 0.8274 -3.3341 0.15 -0.59 0.23 -0.937
```
Positions in Å, forces in eV/Å.

Charge ... 0
HOMO-LUMO gap ... 9.34 eV
SMILES ... C=C(N)CCN.O
ΔE to the lowest compared entry with this formula, charge and spin ... 189.04 kJ/mol
Multiplicity ... 1
E_tot ... -9369.2345 eV



The following is a quantum chemistry calculation of a cluster of 2 separate species, C4H12N2O in total in a non-equilibrium geometry, from OMol25.

```
19
Properties=species:S:1:pos:R:3:forces:R:3:nbo_charge:R:1
C -2.2170 0.5646 -0.0053 -0.38 -0.67 0.38 -0.659
C -0.9460 1.2909 0.2276 -0.72 0.77 0.82 -0.349
C 0.0977 0.5077 -0.6001 2.53 0.59 -1.94 -0.337
N 2.3424 -1.3328 0.0817 -0.61 1.19 -0.68 -0.744
C 2.1355 0.1092 0.4867 1.08 -1.27 1.89 -0.157
N 1.4400 0.8842 -0.4555 -1.49 -1.11 -1.10 -0.064
H -3.0602 0.8453 0.6238 0.17 0.17 0.23 0.226
H -2.0011 -0.5721 0.1524 -0.58 1.09 -0.45 0.312
H -2.5008 0.6734 -1.0521 -0.13 -0.09 -0.02 0.203
H -0.6215 1.3631 1.2680 -0.16 -0.26 0.08 0.205
H -0.9915 2.3201 -0.1388 0.38 -0.15 -0.27 0.221
H -0.0745 -0.5618 -0.3964 -0.69 -0.93 0.97 0.301
H -0.1678 0.5644 -1.6690 -0.12 0.84 0.24 0.224
H 1.6434 0.0635 1.4698 -0.26 0.09 -0.13 0.202
H 1.4369 -1.7442 -0.1381 -0.03 -0.19 0.14 0.373
H 3.1579 0.4344 0.6709 -0.16 0.61 -0.21 0.201
H 2.8261 -1.2936 -0.8144 0.13 -0.20 0.07 0.358
H -1.1475 -2.1975 0.5981 -0.03 -0.12 -0.16 0.427
O -1.3520 -1.9187 -0.3094 1.08 -0.35 0.14 -0.943
```
Positions in Å, forces in eV/Å.

Charge ... 0
HOMO-LUMO gap ... 4.75 eV
ΔE to the lowest compared entry with this formula, charge and spin ... 725.50 kJ/mol
Multiplicity ... 1
E_tot ... -9363.6745 eV



The following is a quantum chemistry calculation of the molecule C4H12N2O in a non-equilibrium geometry, from OMol25.

```
19
Properties=species:S:1:pos:R:3:forces:R:3:nbo_charge:R:1
N 0.2894 -0.6985 1.7457 -0.57 -2.75 0.10 -0.854
C -0.1520 -0.0200 0.4767 -2.60 -0.52 1.51 -0.063
C 1.0849 0.4804 -0.2102 0.08 1.25 0.88 -0.475
C 1.2423 -0.1812 -1.5442 5.26 1.01 -1.06 -0.051
O 1.3723 -1.5515 -1.3970 -5.22 -5.07 -1.75 -0.725
C -1.1397 1.1378 0.8583 -2.11 0.75 0.42 -0.228
N -2.4748 1.0430 0.1583 1.23 1.23 0.18 -0.855
H 0.3494 -1.7933 1.6268 0.15 2.88 -0.15 0.362
H -0.4327 -0.6361 2.4703 0.14 0.26 -0.38 0.352
H -0.8658 -0.7734 -0.0902 1.82 1.46 0.42 0.169
H 1.8516 0.1190 0.4550 0.69 -0.26 -0.16 0.244
H 1.1826 1.6306 -0.0330 -0.30 -1.89 -1.30 0.223
H 2.4408 -0.1287 -1.8751 -3.00 1.67 0.16 0.172
H 0.5499 0.1345 -2.3020 -0.18 0.16 -0.45 0.174
H 0.4919 -2.1222 -1.8773 3.89 2.71 2.36 0.459
H -0.9017 2.2256 0.6790 0.78 -1.31 -0.01 0.198
H -1.3890 1.1374 1.9573 0.49 -0.34 -0.85 0.182
H -2.7343 0.0744 0.0530 -0.20 0.16 -0.64 0.354
H -2.4356 1.6311 -0.6998 -0.34 -1.42 0.73 0.363
```
Positions in Å, forces in eV/Å.

Charge ... 0
HOMO-LUMO gap ... 9.53 eV
SMILES ... NC[C@H](N)CCO
ΔE to the lowest compared entry with this formula, charge and spin ... 378.32 kJ/mol
Multiplicity ... 1
E_tot ... -9367.2728 eV



The following is a quantum chemistry calculation of the molecule C4H12N2O in a non-equilibrium geometry, from OMol25.

```
19
Properties=species:S:1:pos:R:3:forces:R:3:nbo_charge:R:1
C 0.7495 -1.6783 -0.4033 -3.69 0.31 0.39 -0.129
O 1.5947 -2.0454 -1.5024 1.36 0.56 3.36 -0.697
C 0.5677 -0.1508 -0.3450 -0.54 -0.69 0.09 -0.085
C -0.3463 0.2542 0.8135 0.37 -0.39 0.60 -0.404
C -1.2519 1.4382 0.5606 0.21 0.55 -0.40 -0.215
N -2.2575 1.0945 -0.4411 0.12 -0.09 -0.11 -0.843
N 1.8304 0.5676 -0.2756 -0.32 0.31 0.07 -0.839
H 1.1199 -2.1063 0.5504 0.11 0.26 -0.01 0.149
H -0.2487 -2.1270 -0.4958 0.04 0.02 -0.25 0.178
H 2.1693 -1.8879 -0.6707 2.08 -1.00 -3.44 0.483
H -0.0092 0.0552 -1.2542 0.56 0.41 -0.19 0.211
H 0.2925 0.4319 1.6838 -0.07 0.19 0.09 0.203
H -0.9697 -0.5955 1.1176 -0.04 -0.06 -0.15 0.195
H -0.6571 2.2710 0.1757 0.11 -0.05 -0.14 0.193
H -1.6745 1.8318 1.4855 -0.14 -0.32 0.32 0.169
H -2.6048 0.1557 -0.2980 -0.17 0.03 0.11 0.349
H -3.0382 1.7342 -0.4353 -0.03 0.00 -0.02 0.363
H 2.2181 0.5358 0.6604 -0.02 -0.03 -0.03 0.350
H 2.5159 0.2208 -0.9261 0.05 -0.01 -0.29 0.368
```
Positions in Å, forces in eV/Å.

Charge ... 0
HOMO-LUMO gap ... 10.07 eV
SMILES ... NCC[C@@H](N)CO
ΔE to the lowest compared entry with this formula, charge and spin ... 243.80 kJ/mol
Multiplicity ... 1
E_tot ... -9368.6670 eV



The following is a quantum chemistry calculation of a cluster of 2 separate species, C4H12N2O in total in a non-equilibrium geometry, from OMol25.

```
19
Properties=species:S:1:pos:R:3:forces:R:3:nbo_charge:R:1
C -0.4570 -0.3641 0.8758 0.59 -0.09 0.41 0.520
C -0.2229 -0.2433 -1.6129 -0.55 -0.32 -0.65 -0.454
C -1.0433 1.0323 1.0818 -0.05 -0.03 -0.01 -0.648
C 2.0497 0.5192 -1.5500 1.60 0.40 -1.81 -0.405
N -0.6625 -0.9686 -0.4285 0.30 0.03 -0.21 -0.668
N 0.9593 -0.3516 1.1202 -0.60 0.76 -0.50 -0.886
O -1.1338 -1.1991 1.8100 -0.23 -0.16 -0.19 -0.732
H -0.7600 -2.0808 1.6665 -0.12 0.09 0.13 0.470
H -1.6496 -1.1929 -0.4993 0.13 0.00 -0.06 0.378
H 1.1837 0.0474 2.0224 0.41 -0.55 -0.25 0.386
H 1.4646 -1.1306 0.7184 0.00 0.06 0.64 0.391
H -0.6179 0.7784 -1.6722 0.60 0.09 0.12 0.189
H -0.7121 -0.7240 -2.4648 -0.05 -0.17 -0.12 0.232
H -0.8535 1.3795 2.1001 0.02 -0.11 -0.05 0.220
H -0.5966 1.7537 0.3979 -0.01 -0.10 -0.03 0.216
H -2.1247 1.0066 0.9385 0.05 -0.01 -0.02 0.218
H 1.7049 1.5403 -1.8018 -0.48 -0.43 0.06 0.121
H 2.5815 0.6517 -0.5953 -1.09 -0.51 0.47 0.148
H 0.8902 -0.4542 -2.1069 -0.53 1.06 2.07 0.305
```
Positions in Å, forces in eV/Å.

Charge ... 0
HOMO-LUMO gap (alpha / beta) ... 8.13 / 8.13 eV
ΔE to the lowest compared entry with this formula, charge and spin ... 603.13 kJ/mol
Multiplicity ... 1
E_tot ... -9364.9428 eV



The following is a quantum chemistry calculation of a cluster of 2 separate species, C4H12N2O in total in a non-equilibrium geometry, from OMol25.

```
19
Properties=species:S:1:pos:R:3:forces:R:3:nbo_charge:R:1
C 0.2794 1.2588 1.7984 1.85 0.17 -0.34 -0.615
C 0.9500 0.2887 0.8117 -0.86 0.75 -1.06 -0.421
C 0.2808 -1.0814 0.8285 0.27 -1.88 -0.94 -0.238
N 0.8024 -1.8854 -2.6950 -1.45 -1.32 -0.06 -0.904
C 0.6151 -1.9386 -1.2898 1.03 0.18 -0.03 0.279
N -0.2250 -1.3396 -0.5658 0.34 0.96 -0.09 -0.429
H 0.2509 0.7712 2.7811 -0.91 0.28 -0.23 0.206
H -0.6053 1.6754 1.3154 -0.44 -0.43 0.82 0.227
H 0.9448 2.1134 1.9494 -0.03 0.10 -0.04 0.207
H 2.0476 0.2723 0.8067 -0.22 -0.36 0.72 0.207
H 0.7574 0.6563 -0.2139 -0.04 0.11 0.41 0.212
H 1.0322 -1.8563 1.0386 -0.05 0.04 0.25 0.173
H -0.5185 -1.2312 1.5515 -0.10 0.49 -0.02 0.201
H 1.4409 -1.2377 -3.1082 0.26 0.33 0.34 0.393
H -0.0178 -2.0438 -3.2560 -0.14 0.38 -0.04 0.382
H 1.3772 -2.5717 -0.8325 0.47 0.25 0.30 0.120
H -3.8337 3.0657 -0.3252 -0.36 0.12 -0.06 0.467
H -2.6341 2.1815 -0.5773 0.05 0.02 0.08 0.471
O -2.9443 2.9024 -0.0176 0.34 -0.18 -0.02 -0.937
```
Positions in Å, forces in eV/Å.

Charge ... 0
HOMO-LUMO gap ... 10.37 eV
SMILES ... CCC/N=C/N.O
ΔE to the lowest compared entry with this formula, charge and spin ... 229.34 kJ/mol
Multiplicity ... 1
E_tot ... -9368.8168 eV



Question: Which value of multiplicity does entry 6 give?
Answer: 1